{"formula": "C2H2CoFO2", "method": "ωB97M-V with the def2-TZVPD basis set", "total_charge": 2, "spin_multiplicity": 5, "relative_energy_kj_mol": 375.8, "e_homo_ev": [-22.9, -22.1], "symbols": ["H", "O", "C", "C", "O", "H", "F", "Co"], "coordinates": [[0.0450, -0.0161, 1.9549], [-0.9697, 1.3727, 0.2724], [-0.8720, 0.4109, 0.9120], [-0.0031, -0.8413, 0.8002], [0.6939, -0.8306, -0.2691], [-0.5893, -1.7377, 1.0749], [1.0543, 1.1806, -3.1253], [0.6408, 0.4614, -1.6199]], "forces_ev_per_angstrom": [[2.0, -1.3, -0.3], [-0.4, -1.1, 2.6], [-0.2, 1.3, -4.6], [-3.5, -0.2, 2.3], [0.7, 1.6, -0.5], [0.8, 0.2, 0.8], [-0.5, -0.7, 1.6], [1.2, 0.2, -1.8]], "mulliken_spin": [0.100, 0.069, 0.038, -0.036, 0.325, 0.004, 0.438, 3.063]}

{"formula": "AuFHMgNO3S2", "method": "ωB97M-V with the def2-TZVPD basis set", "total_charge": 1, "spin_multiplicity": 4, "relative_energy_kj_mol": 41.0, "e_homo_ev": [-12.2, -13.6], "symbols": ["Au", "N", "S", "S", "O", "O", "F", "Mg", "O", "H"], "coordinates": [[1.1618, -2.2985, -1.5796], [-0.9048, -0.4296, -0.5054], [-0.9810, -1.4004, -1.9724], [-0.0146, -0.9085, 0.6654], [0.2154, 0.3852, 1.4997], [1.1401, -1.7602, 0.3040], [-0.8364, -1.8987, 1.6562], [-0.8097, 1.6176, 0.0068], [0.0406, 3.2793, -0.0488], [0.9886, 3.4138, -0.0259]], "forces_ev_per_angstrom": [[1.4, -2.1, -4.0], [-1.2, -1.1, -2.4], [-0.3, 1.5, 1.9], [1.1, 2.0, 5.8], [-1.0, -4.3, -3.0], [-1.1, 1.8, 3.2], [1.0, 1.7, -1.9], [1.1, 1.8, 0.6], [-0.9, -1.4, -0.2], [0.0, 0.1, 0.0]], "mulliken_spin": [1.657, 0.079, 1.121, 0.071, 0.027, 0.036, 0.014, -0.007, 0.002, 0.000]}

{"formula": "C4H11NO3", "method": "ωB97M-V with the def2-TZVPD basis set", "total_charge": 0, "spin_multiplicity": 1, "relative_energy_kj_mol": 263.4, "smiles": "CNC(=O)CCO.O", "e_homo_ev": -9.9, "symbols": ["C", "N", "C", "O", "C", "C", "O", "H", "H", "H", "H", "H", "H", "H", "H", "H", "O", "H", "H"], "coordinates": [[-1.5031, 1.7778, 2.1178], [-0.3046, 1.1099, 1.5276], [-0.1214, 0.4053, 0.3761], [-0.9511, 0.0502, -0.4219], [1.3711, -0.0154, 0.1239], [1.7243, -1.2736, -0.5751], [1.8279, -2.2721, 0.5365], [-1.3681, 2.1420, 3.0782], [-1.8767, 2.4945, 1.3468], [-2.2808, 1.1519, 2.4304], [0.4706, 1.7645, 1.7031], [1.8138, -0.2275, 1.1350], [1.8250, 0.8640, -0.2589], [2.6883, -1.3149, -1.0524], [1.0849, -1.5222, -1.4911], [0.8838, -2.5642, 0.8937], [-1.9872, -1.0588, -4.0741], [-2.1450, -1.0240, -3.0803], [-1.1517, -0.4872, -4.3154]], "forces_ev_per_angstrom": [[0.0, -0.3, -3.7], [0.5, 1.8, 1.8], [1.1, -1.2, -0.9], [-1.2, -0.1, 0.0], [-0.3, 0.9, 2.5], [-1.3, -1.9, -0.3], [-3.0, -0.9, -0.7], [1.6, 1.6, 1.5], [0.0, -0.2, 1.1], [-1.3, -1.8, -0.8], [-0.1, -1.1, 0.0], [-0.2, 0.8, -0.8], [0.7, 0.8, -0.6], [0.7, 0.5, 0.4], [0.0, -0.1, 1.7], [2.9, 1.1, -1.5], [1.8, 1.4, 0.7], [0.8, 0.3, -1.9], [-2.6, -1.7, 1.3]], "mulliken_charge": [-0.913, -0.243, 0.535, -0.596, -0.593, -0.464, -0.572, 0.398, 0.284, 0.319, 0.266, 0.365, 0.421, 0.311, 0.155, 0.323, -0.663, 0.346, 0.321]}

{"formula": "C4H6O2", "method": "ωB97M-V with the def2-TZVPD basis set", "total_charge": 0, "spin_multiplicity": 1, "relative_energy_kj_mol": 130.7, "smiles": "CC(=O)CC=O", "e_homo_ev": -9.9, "symbols": ["C", "C", "O", "C", "C", "O", "H", "H", "H", "H", "H", "H"], "coordinates": [[1.1734, 0.2394, -0.9264], [0.4828, 0.6941, 0.4295], [0.7967, 1.7382, 0.9458], [-0.6117, -0.2195, 1.1173], [-1.4139, -0.6261, -0.0730], [-0.9591, -1.3767, -0.9019], [0.6366, -0.2699, -1.7410], [1.9960, -0.4491, -0.6949], [1.5854, 1.1497, -1.3606], [-0.1099, -1.0812, 1.5773], [-1.2312, 0.2627, 1.8942], [-2.3452, -0.0615, -0.2663]], "forces_ev_per_angstrom": [[0.1, 0.3, 0.4], [0.2, 0.0, -0.2], [-0.1, -0.6, -0.3], [0.3, 0.1, -0.3], [0.0, -0.4, -0.4], [-0.9, -0.3, 0.3], [-0.3, 0.4, 0.9], [-0.1, 0.2, 0.2], [0.2, 0.0, 0.3], [0.0, 0.1, -0.3], [0.6, 0.3, -0.5], [-0.1, -0.2, 0.1]], "mulliken_charge": [-0.975, 0.445, -0.503, -0.322, 0.019, -0.477, 0.341, 0.275, 0.335, 0.249, 0.280, 0.333]}

{"formula": "C6H11N2OS", "method": "ωB97M-V with the def2-TZVPD basis set", "total_charge": 1, "spin_multiplicity": 1, "relative_energy_kj_mol": 137.3, "smiles": "C/[NH+]=C(\\C)OC1=NCCS1", "e_homo_ev": -12.8, "symbols": ["C", "N", "C", "C", "O", "C", "N", "C", "C", "S", "H", "H", "H", "H", "H", "H", "H", "H", "H", "H", "H"], "coordinates": [[2.0133, 1.3654, -1.7572], [1.0852, 0.6203, -0.9529], [1.3268, 0.2342, 0.2759], [2.6209, 0.4755, 0.8643], [0.4715, -0.3149, 1.0915], [-0.9174, -0.6134, 0.8287], [-1.4622, -0.3048, -0.2604], [-2.8424, -0.6127, -0.2500], [-3.1666, -1.5285, 0.9802], [-1.6878, -1.2856, 2.1763], [2.9063, 0.7561, -1.5454], [1.7899, 1.4570, -2.8895], [1.9718, 2.3299, -1.3819], [0.1791, 0.5403, -1.2611], [2.8502, 0.0041, 1.8112], [3.4046, -0.1418, 0.3891], [2.9628, 1.5949, 0.9969], [-2.9313, -1.1300, -1.1337], [-3.3536, 0.2750, -0.4802], [-4.0276, -1.1511, 1.5414], [-3.1936, -2.5697, 0.9567]], "forces_ev_per_angstrom": [[0.8, -1.9, -1.8], [0.3, -0.6, 1.6], [-0.6, 0.8, -0.9], [3.4, 1.1, 1.2], [-1.1, -0.6, -0.2], [1.8, 1.2, -0.9], [2.2, 0.5, 0.8], [0.6, -1.7, 1.0], [0.2, 3.0, 1.8], [-1.2, -0.3, -0.1], [0.5, 1.4, -0.9], [0.0, -0.8, 2.1], [0.8, 2.0, 0.7], [-2.9, -0.6, -0.7], [-1.3, 0.2, 0.8], [-0.1, 0.9, -1.0], [-0.8, -2.2, -0.8], [-0.9, -1.8, -2.0], [-1.3, 1.3, 0.8], [0.0, -0.2, -0.2], [-0.3, -1.6, -1.2]], "mulliken_charge": [-0.867, -0.043, 1.164, -1.505, -0.261, 0.515, -0.528, -0.780, -0.507, -0.106, 0.329, 0.300, 0.354, 0.332, 0.321, 0.418, 0.323, 0.381, 0.427, 0.339, 0.392]}

{"formula": "C21H14ClN2O4Rb", "method": "ωB97M-V with the def2-TZVPD basis set", "total_charge": -2, "spin_multiplicity": 1, "relative_energy_kj_mol": 0.0, "e_homo_ev": -1.1, "symbols": ["Rb", "O", "C", "C", "C", "C", "C", "C", "C", "N", "N", "C", "O", "C", "C", "C", "C", "C", "C", "H", "H", "H", "H", "H", "H", "H", "H", "H", "H", "Cl", "C", "C", "C", "C", "O", "C", "C", "O", "C", "H", "H", "H", "H"], "coordinates": [[0.6669, -0.9999, -0.8039], [1.6264, -3.0528, 0.6681], [1.8234, -3.4524, 1.8479], [2.5861, -4.6400, 2.1180], [2.8376, -5.1009, 3.3882], [2.3492, -4.4344, 4.5109], [1.5970, -3.2877, 4.2921], [1.3181, -2.7714, 3.0249], [0.5013, -1.5480, 3.0358], [0.1359, -0.7955, 2.0685], [-0.6729, 0.2696, 2.5216], [-0.8858, 1.1369, 1.5549], [-0.4647, 1.1772, 0.3751], [-1.8260, 2.2673, 1.9761], [-2.1467, 3.2528, 1.0480], [-3.0116, 4.2858, 1.3811], [-3.5688, 4.3479, 2.6496], [-3.2527, 3.3685, 3.5848], [-2.3889, 2.3383, 3.2504], [2.9691, -5.1614, 1.2469], [3.4320, -6.0057, 3.5031], [2.5439, -4.7907, 5.5154], [1.1955, -2.7445, 5.1441], [0.1697, -1.2628, 4.0441], [-1.6932, 3.1593, 0.0693], [-3.2522, 5.0440, 0.6438], [-4.2486, 5.1512, 2.9125], [-3.6843, 3.4063, 4.5793], [-2.1246, 1.5591, 3.9529], [0.0470, 2.3058, -8.1921], [0.5288, 1.4755, -6.7236], [1.8847, 1.2378, -6.4700], [2.2839, 0.6086, -5.3264], [1.3595, 0.1751, -4.2974], [1.7530, -0.2976, -3.2151], [-0.0404, 0.3641, -4.6461], [-1.1638, -0.1427, -3.8732], [-1.1490, -0.9337, -2.9520], [-0.4058, 1.0373, -5.8218], [2.6317, 1.5592, -7.1885], [3.3377, 0.4401, -5.1400], [-2.1362, 0.2618, -4.2389], [-1.4620, 1.1926, -6.0180]], "forces_ev_per_angstrom": [[0.1, -0.1, 0.1], [0.0, -0.1, 0.0], [0.0, 0.1, 0.2], [0.0, 0.1, -0.1], [0.2, -0.2, -0.1], [-0.1, 0.2, 0.1], [0.0, -0.1, 0.0], [-0.1, 0.1, 0.0], [0.1, -0.1, 0.0], [-0.1, 0.0, 0.6], [0.4, -0.4, -0.4], [-0.4, 0.4, 0.2], [0.0, 0.1, -0.1], [0.1, -0.1, 0.1], [0.1, -0.2, 0.0], [0.0, 0.0, -0.1], [-0.1, 0.1, 0.1], [0.0, 0.0, 0.0], [0.1, -0.1, -0.1], [0.0, 0.0, 0.0], [0.0, 0.0, 0.1], [0.0, 0.0, 0.0], [0.0, 0.0, 0.0], [0.0, 0.1, 0.0], [0.0, 0.1, 0.0], [0.0, 0.0, 0.0], [0.0, 0.0, 0.0], [0.0, 0.0, 0.0], [0.0, 0.0, 0.0], [0.0, 0.0, -0.1], [-0.2, -0.1, 0.2], [0.3, 0.0, 0.0], [0.0, 0.0, 0.0], [-0.2, 0.0, -0.1], [0.2, -0.1, -0.2], [-0.1, 0.1, -0.1], [0.3, 0.1, -0.1], [-0.2, 0.0, -0.1], [0.1, 0.0, -0.1], [-0.1, 0.0, 0.0], [0.0, 0.0, 0.0], [-0.1, -0.1, 0.0], [0.0, 0.0, 0.0]], "mulliken_charge": [1.008, -0.689, -0.007, -0.723, -0.203, -0.662, -0.407, 0.872, -0.697, 0.121, -0.460, 0.151, -0.800, 0.259, -0.450, -0.490, -0.308, -0.535, -0.246, 0.338, 0.302, 0.344, 0.224, 0.231, 0.417, 0.354, 0.339, 0.337, 0.400, -0.300, 0.160, -0.311, -0.615, -0.049, -0.661, 0.898, -0.229, -0.545, -0.550, 0.346, 0.373, 0.193, 0.270]}

{"formula": "C39H38N8O5SSc", "method": "ωB97M-V with the def2-TZVPD basis set", "total_charge": -1, "spin_multiplicity": 1, "relative_energy_kj_mol": 142.5, "e_homo_ev": -4.5, "symbols": ["Sc", "C", "O", "C", "C", "C", "C", "C", "C", "N", "N", "C", "O", "C", "C", "C", "C", "C", "C", "C", "O", "H", "H", "H", "H", "H", "H", "H", "H", "H", "H", "H", "H", "O", "C", "O", "C", "C", "C", "C", "C", "N", "H", "H", "H", "H", "C", "C", "C", "C", "C", "C", "H", "H", "H", "H", "H", "H", "H", "H", "H", "C", "C", "N", "C", "C", "C", "C", "C", "C", "C", "C", "N", "C", "N", "H", "H", "H", "H", "H", "H", "H", "H", "H", "N", "C", "N", "S", "H", "H", "H", "H"], "coordinates": [[-0.5994, 0.2685, 0.1486], [0.0353, 4.5429, -0.6152], [0.7065, 4.6215, -1.8472], [0.7630, 3.5087, -2.6627], [1.3118, 3.7875, -3.8983], [1.4629, 2.8067, -4.8740], [1.0233, 1.5346, -4.6057], [0.4675, 1.2016, -3.3623], [0.0078, -0.1406, -3.1641], [-0.4200, -0.6274, -2.0467], [-0.8870, -1.9223, -2.1287], [-1.5599, -2.2634, -1.0489], [-1.7809, -1.4910, -0.0633], [-2.1148, -3.6428, -1.0199], [-2.9056, -4.0072, 0.0673], [-3.4350, -5.2813, 0.1598], [-3.1764, -6.2080, -0.8382], [-2.4046, -5.8483, -1.9327], [-1.8758, -4.5727, -2.0286], [0.3485, 2.1759, -2.3109], [-0.0590, 1.8519, -1.1351], [-0.0507, 5.5724, -0.2601], [0.6080, 3.9545, 0.1058], [-0.9621, 4.1109, -0.7256], [1.6283, 4.8071, -4.0780], [1.9154, 3.0507, -5.8242], [1.1116, 0.7524, -5.3479], [-0.0099, -0.7910, -4.0478], [-3.0816, -3.2628, 0.8301], [-4.0472, -5.5625, 1.0080], [-3.5731, -7.2130, -0.7614], [-2.2182, -6.5781, -2.7118], [-1.2718, -4.2776, -2.8716], [-3.5859, 2.9924, 1.3489], [-2.5192, 2.4011, 1.2208], [-2.2944, 1.3610, 0.5452], [-1.2934, 2.9801, 1.9621], [-1.4219, 4.1220, 2.7487], [-0.3078, 4.6191, 3.3974], [0.8978, 3.9462, 3.2464], [0.9310, 2.8189, 2.4392], [-0.1342, 2.3470, 1.8063], [-2.3976, 4.5773, 2.8237], [-0.3768, 5.5070, 4.0149], [1.7925, 4.2944, 3.7432], [1.8507, 2.2644, 2.2942], [0.2673, -2.9822, 4.6682], [0.0775, -1.4584, 4.6510], [-1.2787, -1.1087, 5.2798], [1.1990, -0.7932, 5.4617], [0.0796, -0.9540, 3.2666], [0.0432, -0.5240, 2.1308], [0.2441, -3.3599, 5.6925], [1.2203, -3.2569, 4.2192], [-0.5252, -3.4677, 4.1027], [-1.3348, -1.4549, 6.3136], [-2.0841, -1.5689, 4.7119], [-1.4299, -0.0315, 5.2601], [1.1760, -1.1320, 6.4993], [1.0810, 0.2884, 5.4462], [2.1745, -1.0327, 5.0416], [4.4003, 1.6764, -0.9641], [3.0673, 1.2946, -1.0558], [2.4454, 0.5834, -0.1275], [3.1521, 0.1622, 0.9072], [4.5166, 0.4240, 1.0657], [5.1383, 1.2282, 0.1105], [5.2775, -0.1758, 2.1493], [6.1456, 0.4624, 2.9495], [6.3218, 1.8980, 3.0405], [7.4367, 2.4497, 3.6935], [7.4934, 3.8245, 3.8054], [6.5309, 4.6146, 3.3412], [5.5217, 3.9980, 2.7450], [5.3676, 2.7075, 2.5620], [4.8415, 2.2954, -1.7325], [2.4848, 1.5781, -1.9180], [2.6037, -0.4062, 1.6490], [6.1891, 1.4616, 0.2047], [5.1315, -1.2419, 2.2723], [6.7394, -0.1178, 3.6454], [8.2157, 1.8184, 4.0924], [8.3274, 4.3223, 4.2879], [4.7306, 4.6318, 2.3676], [1.9733, -5.4518, 0.0955], [2.6257, -4.2748, -0.1122], [3.9828, -4.3443, -0.2885], [1.8492, -2.8267, -0.1473], [2.4817, -6.2231, 0.5004], [1.0161, -5.3380, 0.3941], [4.3588, -5.1754, -0.7203], [4.3585, -3.4743, -0.6352]], "forces_ev_per_angstrom": [[-0.1, 0.8, -0.7], [-0.2, 0.1, 0.6], [0.2, -0.5, -0.5], [-0.1, 0.3, 0.1], [-0.1, -0.2, 0.1], [0.1, 0.0, -0.1], [-0.1, -0.2, 0.1], [0.1, 0.9, 0.4], [-0.3, -0.6, 0.5], [0.1, 0.2, 0.2], [-0.4, -0.8, 0.0], [0.7, 0.4, -1.3], [0.2, 0.5, 0.6], [-0.2, -0.1, 0.2], [0.1, 0.2, 0.0], [0.0, -0.2, 0.0], [-0.1, -0.1, 0.1], [0.0, -0.1, -0.1], [0.0, 0.1, 0.1], [0.1, -0.1, -0.7], [-0.1, 0.1, 0.3], [0.0, -0.1, 0.0], [-0.2, 0.1, -0.1], [0.1, 0.0, 0.1], [0.0, 0.0, 0.0], [0.0, 0.0, -0.1], [0.0, -0.1, -0.1], [0.0, 0.0, 0.2], [0.0, 0.0, 0.1], [0.0, 0.0, 0.0], [0.0, 0.0, 0.0], [0.0, 0.0, 0.0], [0.1, 0.0, -0.1], [0.2, -0.1, 0.0], [-0.1, 1.1, 0.7], [0.2, -1.0, -0.4], [-0.2, 0.0, -0.1], [-0.1, -0.1, -0.1], [0.0, -0.1, 0.0], [-0.1, 0.0, 0.0], [0.3, -0.1, 0.1], [-0.4, -0.1, -0.3], [0.0, 0.0, 0.0], [0.0, 0.0, 0.0], [0.1, 0.0, 0.0], [0.1, 0.0, 0.0], [0.0, 0.1, 0.0], [-0.1, 0.0, 0.0], [0.1, 0.0, 0.0], [-0.1, 0.0, -0.1], [0.2, -0.2, 0.4], [0.2, -0.1, -0.3], [0.0, 0.0, 0.1], [0.1, 0.0, -0.1], [-0.1, 0.0, -0.1], [0.0, 0.0, 0.1], [-0.1, 0.0, 0.0], [0.0, 0.1, 0.0], [0.0, 0.0, 0.1], [0.0, 0.1, 0.0], [0.1, 0.0, -0.1], [0.0, -0.1, 0.0], [0.1, 0.3, -0.2], [-0.5, -0.1, 0.0], [0.6, -0.2, 0.3], [-0.5, 0.2, -0.6], [-0.2, -0.3, 0.0], [0.4, 0.2, 0.5], [-0.3, -0.8, -0.2], [0.4, 0.9, 0.3], [-0.3, -0.2, -0.2], [0.0, -0.1, 0.0], [0.3, 0.3, 0.1], [-0.1, 0.3, -0.1], [0.0, -0.5, 0.2], [0.0, 0.0, -0.1], [0.0, 0.0, 0.0], [0.0, -0.1, 0.1], [0.1, 0.0, 0.0], [0.1, -0.1, 0.1], [0.0, -0.1, 0.0], [0.1, -0.1, 0.0], [0.0, -0.1, 0.0], [-0.1, 0.1, -0.1], [0.2, -0.1, 0.1], [-0.2, 0.4, 0.0], [0.1, -0.3, -0.1], [-0.1, 0.1, 0.0], [0.0, 0.0, 0.0], [0.0, -0.1, -0.1], [0.0, 0.0, 0.0], [0.0, -0.1, 0.0]], "mulliken_charge": [0.395, -0.563, -0.546, 0.602, -0.662, -0.683, -0.842, 1.416, -1.368, 1.195, -1.023, 0.439, -0.888, 0.378, -0.426, -0.729, -0.309, -0.711, -0.130, -0.220, -0.083, 0.301, 0.168, 0.263, 0.430, 0.368, 0.389, 0.201, 0.503, 0.384, 0.383, 0.380, 0.432, -0.801, 0.144, -0.458, 0.165, -0.482, -0.652, -0.674, -0.933, 1.030, 0.568, 0.414, 0.548, 0.598, -1.686, 2.090, -1.684, -1.634, 0.077, -0.159, 0.431, 0.310, 0.340, 0.428, 0.361, 0.314, 0.414, 0.302, 0.332, -1.311, -0.039, 1.130, -1.215, 0.315, -0.138, -0.751, -0.739, 0.929, -0.785, -0.187, -0.625, -0.197, -0.219, 0.498, -0.031, 0.612, 0.525, 0.511, 0.334, 0.397, 0.385, 0.490, -0.451, 0.281, -0.501, -0.268, 0.216, 0.227, 0.198, 0.261]}

{"formula": "C5H7NO", "method": "ωB97M-V with the def2-TZVPD basis set", "total_charge": 0, "spin_multiplicity": 1, "relative_energy_kj_mol": 334.3, "smiles": "OCC#C[C@H]1CN1", "e_homo_ev": -9.3, "symbols": ["O", "C", "C", "C", "C", "C", "N", "H", "H", "H", "H", "H", "H", "H"], "coordinates": [[0.4012, 0.9022, 2.7144], [-0.8805, 0.5322, 2.2356], [-0.7436, -0.1850, 0.9598], [-0.3247, -0.7479, -0.0229], [0.4230, -1.2038, -1.1742], [0.7839, -0.1709, -2.1829], [1.7923, -0.6682, -1.2598], [0.9600, 0.1162, 2.6439], [-1.4265, -0.0832, 2.9648], [-1.4383, 1.4643, 2.1026], [0.3256, -2.2459, -1.4696], [0.3689, 0.8238, -2.0309], [0.9330, -0.4615, -3.2189], [1.9216, -0.0049, -0.4980]], "forces_ev_per_angstrom": [[0.2, -0.2, 0.1], [-0.4, 0.0, -0.1], [0.3, -0.2, -0.4], [-0.1, 0.3, 0.4], [-0.1, -0.1, 0.0], [-0.1, 0.1, -0.3], [0.2, 0.1, 0.1], [0.0, 0.2, 0.1], [0.1, 0.1, -0.1], [0.0, -0.2, 0.0], [0.0, 0.2, 0.0], [0.1, -0.2, 0.0], [-0.1, 0.0, 0.1], [0.0, -0.1, -0.1]], "mulliken_charge": [-0.514, -0.458, 0.594, -0.539, -0.093, -0.364, -0.584, 0.315, 0.248, 0.274, 0.334, 0.266, 0.246, 0.275]}